This record from OMol25 describes C36H57N7P2STi as an isolated structure. The level of theory is ωB97M-V/def2-TZVPD.

Geometry (Å):
Ti  0.40040  0.50775  -0.22240
S  2.48648  0.69867  -1.81929
P  -2.33446  0.47314  -0.44247
P  2.51826  0.34734  1.25568
N  -0.13909  -0.84511  1.03542
N  -0.18377  2.18252  1.12731
N  0.75145  -2.14088  -1.70838
N  1.90326  1.32241  -4.34722
N  -0.00127  -0.92026  -1.87955
N  0.17847  2.21247  -1.47390
N  0.42852  2.15887  -2.84428
C  0.10451  -1.37114  4.73267
C  -0.19521  3.34092  -0.99126
C  -2.11105  -3.98697  0.61750
C  -2.60673  -0.02369  -3.29822
C  0.38691  -0.91349  2.37898
C  -3.68528  1.02645  0.71241
C  -0.43555  3.34826  0.47467
C  4.48734  -1.43970  2.18007
C  -3.25393  -2.22898  -0.52876
C  1.62697  -0.32613  2.66859
C  -0.75454  -3.69421  -2.88779
C  -0.94273  4.46011  2.52992
C  -4.97364  0.20928  0.56791
C  1.51778  1.46981  -3.06381
C  0.63814  -3.08472  -2.86584
C  -4.37270  1.41724  -2.28719
C  2.08392  -0.27019  3.98436
C  -3.26593  0.97984  2.18209
C  2.66345  2.99770  2.37238
C  -0.84135  4.48068  1.13776
C  1.33005  -0.78686  5.02414
C  -1.20395  -1.75418  0.66506
C  -2.91313  0.95740  -2.15867
C  -0.36545  -1.43376  3.42780
C  4.82380  1.76755  2.23442
C  -0.32704  4.57435  -1.81910
C  1.67443  -4.16078  -2.56488
C  -1.12649  -3.10053  1.01221
C  -2.28103  -1.31129  -0.11472
C  3.85920  -0.89646  0.89127
C  -0.31117  2.16956  2.45305
C  -0.65812  3.29232  3.19207
C  0.96350  -2.41161  -4.20307
C  -3.18341  -3.55880  -0.15974
C  3.41644  -2.09153  0.04196
C  3.43690  1.92794  1.59851
H  5.35683  -2.03612  1.89709
H  -5.76868  0.74035  1.09531
H  4.16332  -2.88184  0.13168
H  -0.27686  -3.45519  1.58221
H  1.68979  -0.73453  6.04277
H  -2.67477  1.84129  2.45830
H  -3.94905  -4.25570  -0.47610
H  -2.85865  -1.05547  -3.04761
H  -1.57310  0.02749  -3.63497
H  -0.82658  -4.40703  -3.71067
H  -3.88227  2.06411  0.43928
H  -0.96752  -4.21714  -1.95305
H  -0.96986  -1.21818  -1.93315
H  4.82495  -0.67984  2.87886
H  3.35889  3.79262  2.64549
H  3.58357  2.28343  0.57338
H  -0.11885  1.23766  2.95617
H  3.03709  0.19743  4.20000
H  2.81279  0.94478  -4.54950
H  1.71672  -1.83476  -1.66386
H  4.59686  -0.31959  0.33000
H  -4.45706  1.98209  -3.21688
H  2.46376  -2.50842  0.37507
H  -1.34385  4.65423  -2.21727
H  1.52853  -4.56246  -1.55952
H  -1.23691  5.35113  3.07062
H  -5.05807  0.57379  -2.36809
H  -1.53627  -2.94836  -3.05314
H  3.79076  -2.09983  2.69824
H  -4.85824  -0.76354  1.04548
H  5.31749  2.73905  2.18158
H  -0.11731  5.47153  -1.24230
H  0.17812  -1.72360  -4.53345
H  0.22293  -0.49667  -2.77944
H  -4.08287  -1.89135  -1.13930
H  -1.33922  -1.86464  3.23728
H  1.87154  3.45705  1.78648
H  -4.71540  2.06520  -1.48395
H  1.58287  -4.97912  -3.28059
H  2.69320  -3.76631  -2.64033
H  4.75934  1.50007  3.29109
H  -3.21504  0.24471  -4.16316
H  -0.50678  -1.77494  5.53002
H  1.46435  1.90019  -5.04735
H  -1.05575  5.38460  0.58542
H  2.24148  2.60745  3.30044
H  5.46862  1.05271  1.73089
H  1.90965  -1.86438  -4.14698
H  -2.28678  1.83729  -2.33091
H  -5.30860  0.05250  -0.45240
H  0.34539  4.52284  -2.66850
H  -0.71959  3.21683  4.26972
H  -4.15911  0.98730  2.80932
H  -2.03150  -5.02860  0.90458
H  3.35511  -1.83680  -1.01370
H  1.06028  -3.16426  -4.98654
H  -2.71277  0.06769  2.42834

Properties
charge	+2
frontier orbital gap	6.373	eV
HOMO level	-12.90	eV
energy above the lowest of the compared OMol25 structures with the same formula, charge and spin	9.2	kcal per mole

These are the Löwdin partial charges, in e, on atoms 1 to 99:
1. Ti 0.763
2. S 0.728
3. P 1.128
4. P 1.033
5. N -0.107
6. N 0.013
7. N -0.014
8. N 0.116
9. N -0.066
10. N -0.141
11. N 0.020
12. C -0.034
13. C -0.247
14. C -0.047
15. C -0.089
16. C -0.306
17. C -0.498
18. C -0.216
19. C -0.097
20. C -0.087
21. C -0.337
22. C -0.019
23. C 0.004
24. C -0.098
25. C -0.818
26. C -0.599
27. C -0.101
28. C -0.077
29. C -0.082
30. C -0.087
31. C 0.029
32. C -0.049
33. C -0.306
34. C -0.485
35. C -0.029
36. C -0.095
37. C 0.014
38. C -0.030
39. C -0.026
40. C -0.334
41. C -0.504
42. C -0.140
43. C -0.024
44. C -0.030
45. C -0.055
46. C -0.118
47. C -0.492
48. H 0.099
49. H 0.100
50. H 0.096
51. H 0.128
52. H 0.118
53. H 0.047
54. H 0.121
55. H 0.064
56. H 0.057
57. H 0.103
58. H 0.102
59. H 0.081
60. H 0.035
61. H 0.056
62. H 0.095
63. H 0.091
64. H 0.104
65. H 0.107
66. H 0.100
67. H 0.013
68. H 0.104
69. H 0.094
70. H 0.078
71. H 0.112
72. H 0.092
73. H 0.133
74. H 0.082
75. H 0.066
76. H 0.090
77. H 0.086
78. H 0.094
79. H 0.085
80. H 0.076
81. H 0.045
82. H 0.112
83. H 0.116
84. H 0.058
85. H 0.070
86. H 0.099
87. H 0.089
88. H 0.081
89. H 0.097
90. H 0.121
91. H 0.120
92. H 0.123
93. H 0.078
94. H 0.070
95. H 0.082
96. H 0.076
97. H 0.051
98. H 0.086
99. H 0.135


This record from OMol25 describes C36H58BGeN6O2ReSSe as an isolated structure. The level of theory is ωB97M-V/def2-TZVPD.

Geometry (Å):
Re  0.61589  -0.74911  1.18575
Se  -0.88104  -1.04215  -2.82460
Ge  -0.47541  -0.66058  -6.18026
S  1.76299  -2.67542  1.85009
O  1.19302  -2.96221  -2.26816
O  0.81392  -1.50479  -0.65298
N  -1.42112  -0.69277  3.08956
N  -2.45333  0.20740  0.82180
N  0.34144  1.24182  1.58043
N  -0.05014  -0.73827  3.16530
N  -1.77339  0.82295  -0.19918
N  -0.82732  1.56345  2.20070
C  2.19443  -2.56590  5.41096
C  2.90318  -2.73497  -0.68222
C  -3.88910  0.47464  -0.84027
C  5.32364  -3.67085  0.30166
C  1.36476  -0.39213  6.31554
C  -3.02636  3.32696  -1.83923
C  -2.37662  2.00868  -2.30277
C  4.28361  -3.40845  1.17539
C  3.50290  2.51695  1.85645
C  1.63656  -1.19059  5.02465
C  2.68278  1.21425  -0.11806
C  -3.73933  -0.01296  0.43611
C  -0.88886  -1.73377  4.96134
C  0.28771  -1.31088  4.33515
C  -2.63128  1.01661  -1.18677
C  -4.76070  -0.66255  1.30401
C  5.16790  -3.45476  -1.06229
C  -1.93914  -1.31885  4.16175
C  0.33168  3.42240  1.95214
C  -0.87912  2.26564  -2.49038
C  -2.30048  -1.38130  -6.34992
C  -1.83711  -2.71571  -2.83588
C  3.06905  -2.92217  0.69238
C  0.23571  -1.20370  -4.37364
C  2.65301  -0.38609  4.20718
C  0.79308  -1.56054  -7.38257
C  -0.85777  2.87808  2.42886
C  2.42148  2.43595  0.76798
C  -3.39652  -1.50790  4.39022
C  -1.98558  3.58901  3.08985
C  -3.03433  1.58284  -3.61819
C  1.06179  2.36480  1.42051
C  2.50044  3.70145  -0.09696
C  -0.37900  1.30163  -6.26659
C  1.57239  -2.39370  -1.25604
C  3.95623  -3.00559  -1.55220
B  -1.99422  0.52367  2.28319
H  3.31688  3.36005  2.52246
H  1.10616  -0.57641  -4.16820
H  -2.42198  -2.75179  -1.91973
H  -4.09780  3.20103  -1.68054
H  3.81086  -2.85737  -2.61420
H  1.88677  1.09285  -0.85636
H  -2.72439  -1.14704  -7.32552
H  -2.88014  4.10267  -2.59413
H  3.12509  -2.43997  5.96650
H  0.92551  0.58012  6.08418
H  2.44476  4.60312  0.51297
H  3.49582  -0.11791  4.84637
H  -2.49436  -2.74684  -3.70341
H  0.61796  4.45845  2.01024
H  0.78832  -2.63542  -7.20248
H  -0.69217  1.65886  -7.24711
H  -0.72384  3.09388  -3.18345
H  -5.68986  -0.77668  0.75074
H  -0.43651  2.51379  -1.52548
H  2.77534  0.30095  0.48777
H  -3.55108  -2.00795  5.34269
H  -2.95393  -0.95831  -5.58533
H  4.39920  -3.57215  2.23895
H  -3.92115  -0.55125  4.39990
H  -2.28238  -2.46621  -6.24165
H  -3.83165  -2.11920  3.60053
H  1.69680  3.72983  -0.83337
H  -4.96102  -0.05906  2.19173
H  2.30372  -0.23142  6.84694
H  -2.24875  3.11485  4.03470
H  3.03965  -0.95321  3.36372
H  4.48120  2.65568  1.39315
H  1.48719  -3.10037  6.04710
H  -2.87292  3.58683  2.45485
H  -1.11062  -3.52155  -2.86375
H  -4.42790  -1.64732  1.63242
H  3.45113  3.72196  -0.63123
H  2.19988  0.53620  3.83617
H  5.98510  -3.65409  -1.74208
H  3.53167  1.60246  2.45108
H  -4.11393  1.48384  -3.50099
H  -1.02426  1.75183  -5.51232
H  1.80732  -1.19117  -7.23214
H  -0.96214  -2.24668  5.90527
H  6.26025  -4.05325  0.68581
H  -1.69899  4.62007  3.28184
H  -0.36816  1.38442  -2.88381
H  0.56544  -2.23634  -4.42229
H  3.62939  1.33192  -0.64740
H  -2.85063  2.33684  -4.38545
H  -2.90435  0.98582  2.90409
H  0.68536  -0.92640  6.97887
H  0.64429  1.63485  -6.09295
H  0.52132  -1.38825  -8.42389
H  -2.63591  0.62766  -3.96899
H  -4.78514  0.46918  -1.43944
H  2.38998  -3.17049  4.52889
H  -2.57869  3.66353  -0.90210

Properties
charge	+1
frontier orbital gap (spin up / spin down)	6.916 / 5.201	eV
<S²>	3.791
HOMO level (spin up / spin down)	-10.05 / -10.05	eV
spin multiplicity	4
energy above the lowest of the compared OMol25 structures with the same formula, charge and spin	78.8	kcal per mole

These are the Löwdin partial charges, in e, on atoms 1 to 99:
1. Re 1.314
2. Se 1.261
3. Ge 0.811
4. S 0.733
5. O 0.027
6. O -0.351
7. N 0.030
8. N 0.018
9. N -0.087
10. N -0.121
11. N 0.100
12. N 0.028
13. C -0.041
14. C -0.168
15. C 0.025
16. C -0.063
17. C -0.040
18. C -0.030
19. C -0.553
20. C -0.100
21. C -0.022
22. C -0.540
23. C -0.056
24. C -0.275
25. C 0.045
26. C -0.238
27. C -0.329
28. C -0.011
29. C -0.063
30. C -0.247
31. C 0.054
32. C -0.066
33. C -0.209
34. C -0.265
35. C -0.547
36. C -0.510
37. C -0.078
38. C -0.208
39. C -0.240
40. C -0.533
41. C -0.002
42. C -0.002
43. C -0.054
44. C -0.214
45. C -0.036
46. C -0.196
47. C -0.564
48. C -0.014
49. B -0.474
50. H 0.094
51. H 0.038
52. H 0.042
53. H 0.089
54. H 0.121
55. H 0.077
56. H 0.027
57. H 0.090
58. H 0.092
59. H 0.095
60. H 0.085
61. H 0.094
62. H 0.033
63. H 0.121
64. H 0.026
65. H 0.028
66. H 0.095
67. H 0.087
68. H 0.068
69. H 0.053
70. H 0.090
71. H 0.004
72. H 0.104
73. H 0.081
74. H 0.024
75. H 0.074
76. H 0.082
77. H 0.079
78. H 0.090
79. H 0.090
80. H 0.032
81. H 0.095
82. H 0.086
83. H 0.092
84. H 0.040
85. H 0.075
86. H 0.092
87. H 0.065
88. H 0.109
89. H 0.066
90. H 0.088
91. H -0.014
92. H 0.026
93. H 0.123
94. H 0.111
95. H 0.087
96. H 0.014
97. H 0.025
98. H 0.101
99. H 0.088